(1)
# C36H33AuN11O2S2

A molecular structure, C36H33AuN11O2S2 (ωB97M-V with the def2-TZVPD basis set, the OMol25 dataset).

Summary:
- E_HOMO (alpha / beta): -13.23 / -13.23 eV
- Frontier orbital gap (alpha / beta): 0.132 / 0.132 Eh
- Net charge: +3
- Relative energy (zero: lowest compared OMol25 entry of this formula, charge and spin): 57.5 kJ/mol
- E_LUMO (alpha / beta): -9.65 / -9.65 eV

Cartesian coordinates (Å):
1 Au 0.3595 -0.3579 0.4320
2 S 0.7842 0.2707 2.9132
3 S -1.8674 -0.3558 1.0569
4 O 8.4604 9.5752 -0.9988
5 O 0.7596 -3.2631 1.2091
6 N 5.3787 3.9052 -0.4176
7 N -2.3743 -2.8506 0.0593
8 N 3.1017 0.1332 4.1464
9 N 0.3954 -2.1344 -0.7305
10 N 2.3770 -1.8545 3.2344
11 N -0.0418 -1.0424 -2.7136
12 N -3.8966 -1.8856 1.5264
13 N 2.3368 0.0427 0.0555
14 N 0.3129 1.8821 0.1701
15 N 3.7066 5.3655 -0.2645
16 N 0.5821 -4.4888 -0.6705
17 C 4.2349 3.1635 -0.2626
18 C 4.2050 -3.3901 2.7808
19 C 5.2484 -4.1930 3.2160
20 C 5.4682 7.6378 -0.6114
21 C 1.5879 2.3350 0.0448
22 C 5.9570 6.3240 -0.5659
23 C 8.2071 7.1766 -0.8138
24 C 0.8261 -5.7093 0.1142
25 C 0.4018 -4.5313 -2.0135
26 C 0.1783 -2.1752 -2.0558
27 C 4.9745 0.7620 -0.2594
28 C 1.8645 3.7047 -0.0151
29 C 7.3301 6.1177 -0.6675
30 C 5.0165 5.2329 -0.4162
31 C 4.6159 -0.5580 -0.1665
32 C 3.9943 1.7707 -0.1916
33 C -3.2146 -3.8777 -0.0507
34 C 0.1937 -3.4182 -2.7428
35 C -4.4473 -3.9522 0.5936
36 C 2.2068 -0.5618 3.4566
37 C 9.8759 9.4282 -1.1125
38 C 3.2728 -0.8896 -0.0043
39 C -2.7233 -1.8421 0.8370
40 C -0.4818 4.1275 0.2053
41 C 7.7067 8.4811 -0.8600
42 C 3.4749 -2.6527 3.7028
43 C -4.7672 -2.9061 1.4113
44 C 3.2246 4.1067 -0.1724
45 C -0.6830 2.7424 0.2491
46 C 2.6464 1.3687 -0.0316
47 C 4.8210 -3.5244 5.4843
48 C 0.7929 4.6110 0.0722
49 C 3.7649 -2.7302 5.0583
50 C 5.5639 -4.2525 4.5667
51 C 0.5760 -3.2916 0.0099
52 C 6.3260 8.6974 -0.7557
53 H 6.3790 -4.8767 4.9047
54 H 2.9351 1.1112 4.3122
55 H 3.8903 -0.3143 4.5902
56 H -1.3337 4.7883 0.2712
57 H 3.1482 -2.2116 5.7825
58 H -5.1122 -4.7924 0.4678
59 H 0.0472 -3.4675 -3.8102
60 H 5.9633 9.7151 -0.7941
61 H -1.6815 2.3340 0.3422
62 H 4.4035 7.8074 -0.5329
63 H 1.0012 5.6720 0.0297
64 H 0.4348 -5.5141 -2.4642
65 H -4.1184 -1.1172 2.1536
66 H 0.1857 -5.7084 0.9914
67 H 3.9515 -3.3390 1.7289
68 H 0.6053 -6.5711 -0.5088
69 H 6.0164 1.0271 -0.3828
70 H 5.8176 -4.7727 2.5020
71 H 1.6707 -2.3042 2.6579
72 H 10.2695 10.4337 -1.2152
73 H 10.2899 8.9635 -0.2165
74 H -2.8909 -4.6870 -0.6941
75 H -5.6773 -2.8366 1.9917
76 H -0.0955 -0.1600 -2.2304
77 H 5.3526 -1.3467 -0.2150
78 H 9.2658 6.9857 -0.8892
79 H 2.9480 -1.9160 0.0822
80 H 6.3192 3.5686 -0.5444
81 H 7.7542 5.1201 -0.6294
82 H -0.2056 -1.0492 -3.7077
83 H 5.0470 -3.5893 6.5397
84 H 10.1343 8.8425 -1.9958
85 H 1.8639 -5.7468 0.4380

The molecule's Löwdin atomic charges, reported in e, are given here: 0.874, 0.687, 0.712, -0.047, 0.028, 0.196, 0.109, 0.158, 0.021, 0.081, 0.208, 0.097, -0.046, -0.030, 0.203, -0.025, -0.122, -0.026, -0.054, -0.006, -0.164, -0.169, 0.005, 0.032, -0.005, -0.352, 0.052, -0.048, -0.020, -0.217, -0.007, -0.047, -0.035, 0.026, 0.023, -0.782, -0.044, -0.103, -0.667, 0.005, -0.265, -0.239, 0.020, -0.169, -0.112, -0.130, -0.042, 0.062, -0.029, -0.048, -0.543, 0.030, 0.121, 0.113, 0.118, 0.128, 0.127, 0.136, 0.131, 0.132, 0.085, 0.117, 0.140, 0.152, 0.165, 0.103, 0.095, 0.104, 0.134, 0.115, 0.088, 0.102, 0.100, 0.133, 0.161, 0.094, 0.127, 0.110, 0.100, 0.156, 0.107, 0.139, 0.122, 0.101, 0.108

=====

(2)
# C3H7N3O2

A single C3H7N3O2 molecule in a non-equilibrium geometry (ωB97M-V with the def2-TZVPD basis set, the OMol25 dataset).

Summary:
- E_HOMO: -9.03 eV
- Frontier orbital gap: 0.360 Eh
- Relative energy (zero: lowest compared OMol25 entry of this formula, charge and spin): 366.6 kJ/mol
- E_LUMO: 0.78 eV

Cartesian coordinates (Å):
1 O 1.1716 2.2873 -0.6125
2 O -1.0680 0.6263 -1.0444
3 N 0.4907 -1.1394 1.6018
4 N 2.2969 0.4388 0.0283
5 N -0.4653 -0.6083 0.7126
6 C -2.2026 -0.1349 -1.1948
7 C -0.0935 0.2201 -0.2314
8 C 1.2214 1.0285 -0.3539
9 H 0.4861 -0.3838 2.2720
10 H -1.8676 -1.1702 -1.2984
11 H 2.3423 -0.3444 0.6407
12 H 0.1945 -2.0720 1.8800
13 H -2.9088 0.0082 -0.3409
14 H -2.7173 0.0700 -2.2323
15 H 3.1197 1.1738 0.1731

The molecule's Löwdin atomic charges, reported in e, are given here: 0.007, -0.072, -0.023, 0.160, 0.017, -0.116, -0.268, -0.453, 0.089, 0.080, 0.074, 0.085, 0.100, 0.127, 0.195

=====

(3)
# C3H9ClSSi

2 unconnected molecules or ions with the total composition C3H9ClSSi in a non-equilibrium geometry (ωB97M-V with the def2-TZVPD basis set, the OMol25 dataset).

Summary:
- E_HOMO (alpha / beta): -8.93 / -7.63 eV
- Frontier orbital gap (alpha / beta): 0.299 / 0.282 Eh
- Relative energy (zero: lowest compared OMol25 entry of this formula, charge and spin): 369.3 kJ/mol
- E_LUMO (alpha / beta): -0.79 / 0.04 eV

Cartesian coordinates (Å):
1 Cl -2.9076 -0.2468 -0.1514
2 S 1.1666 2.2022 -0.4865
3 Si -0.0297 0.5605 0.1048
4 C -0.1610 0.2160 1.9668
5 C 1.4615 -2.2803 -1.4472
6 C -1.7975 1.0775 -0.4895
7 H -1.5216 1.2331 -1.5921
8 H 1.6966 -1.2468 -1.7393
9 H 1.6262 -2.7825 -0.4594
10 H -2.1685 1.9334 -0.0201
11 H 2.2988 1.4745 -0.5128
12 H 0.9985 -2.8202 -2.3213
13 H -1.1934 -0.1422 2.2041
14 H 0.5587 -0.4897 2.4032
15 H -0.0274 1.3111 2.5406

The molecule's Löwdin atomic charges, reported in e, are given here: 0.495, 0.415, 0.285, -0.298, 0.032, -0.800, 0.047, -0.062, -0.001, -0.003, -0.206, -0.004, 0.003, 0.003, 0.093

=====

(4)
# C4H9N

2 unconnected molecules or ions with the total composition C4H9N in a non-equilibrium geometry (ωB97M-V with the def2-TZVPD basis set, the OMol25 dataset).

Summary:
- E_HOMO: -9.21 eV
- Frontier orbital gap: 0.378 Eh
- Relative energy (zero: lowest compared OMol25 entry of this formula, charge and spin): 304.8 kJ/mol
- E_LUMO: 1.08 eV

Cartesian coordinates (Å):
1 N -1.9869 0.4449 1.2593
2 C 3.2442 0.2964 -0.3390
3 C -2.1171 -0.5913 0.1290
4 C 1.9338 0.2881 0.1250
5 C -1.3385 -0.4850 -1.0050
6 H 3.8405 -0.6107 -0.0970
7 H -1.5690 -1.2637 -1.7726
8 H 3.5607 1.2195 -0.9159
9 H -3.0713 -1.1444 0.0445
10 H 1.2652 -0.5308 0.0621
11 H -0.4565 0.1974 -1.1671
12 H 1.4075 1.2256 0.2505
13 H -1.9801 -0.1903 2.0733
14 H -2.7325 1.1444 1.3529

The molecule's Löwdin atomic charges, reported in e, are given here: -0.031, -0.068, -0.232, -0.095, -0.018, 0.046, 0.054, 0.062, 0.082, 0.008, 0.050, 0.034, 0.052, 0.056